{
  "formula": "C4H9NS2",
  "method": "wB97M-V/def2-TZVPD",
  "largest_force_ev_per_a": 4.544,
  "total_charge": 0,
  "e_homo_ev": -8.5,
  "de_lowest_kcal_mol": 127.51,
  "orbital_gap_ha": 0.32680,
  "symbols": ["C", "C", "C", "C", "H", "H", "H", "H", "H", "H", "H", "H", "H", "N", "S", "S"],
  "positions_angstrom": [[2.296, -0.386, -0.631], [0.208, 0.241, 0.659], [-1.176, 0.763, 0.825], [-1.093, -0.767, 0.764], [2.258, -0.838, -1.900], [3.238, 0.333, -0.299], [2.019, -1.478, 0.012], [0.391, 0.208, -1.158], [0.801, 0.207, 1.495], [-1.632, 0.996, 1.816], [-0.314, 2.547, -0.792], [-1.112, -1.371, 1.753], [-3.361, -1.095, -0.754], [1.001, 0.475, -0.449], [-1.680, 1.804, -0.673], [-1.844, -1.641, -0.669]]
}